This record from OMol25 describes C2H3FN4S in the gas phase in a non-equilibrium geometry. The level of theory is the ωB97M-V functional and the def2-TZVPD basis.

Calculated values
HOMO-LUMO gap in eV: 9.401
Structure (SMILES): [H]/N=c1/c(F)n[nH]n1S
HOMO energy in eV: -9.1
E in a.u.: -794.9981
Relative energy (zero: lowest compared OMol25 entry of this formula, charge and spin) in kJ/mol: 17.10
Total charge: 0

XYZ file:
```
11
C2H3FN4S, DFT the ωB97M-V functional and the def2-TZVPD basis
N 0.50 -0.59 1.88
C 1.53 0.53 -0.06
C 0.44 -0.19 0.70
H -2.88 -0.01 0.04
N 1.24 0.75 -1.25
H -0.58 0.95 -1.94
S -1.98 -1.08 -0.11
H -0.40 -1.12 1.99
N -0.58 -0.23 -0.22
F 2.71 0.79 0.47
N 0.00 0.20 -1.51
```

=====

This record from OMol25 describes a gas-phase ion, C11H16N2OP (charge +1) in a non-equilibrium geometry. The level of theory is the ωB97M-V functional and the def2-TZVPD basis.

Calculated values
HOMO-LUMO gap (spin up / spin down) in eV: 6.761 / 5.789
Spin multiplicity: 3
HOMO energy (spin up / spin down) in eV: -9.6 / -12.8
E in a.u.: -954.4003
⟨S²⟩: 2.015
Total charge: +1

XYZ file:
```
31
C11H16N2OP, DFT the ωB97M-V functional and the def2-TZVPD basis
H 1.09 -3.26 -0.24
H 0.47 1.48 2.20
N 0.31 -0.62 0.35
H 2.36 1.36 0.25
H -0.96 4.36 -0.41
H 0.42 -2.89 1.38
C 0.01 1.70 1.19
H -0.47 0.22 -1.76
H 2.57 0.27 -0.94
O -2.22 -0.16 1.75
H -4.34 0.89 0.93
C -2.64 -0.50 0.68
C 0.14 -2.98 0.20
H 3.52 0.14 0.60
C 2.59 0.35 0.12
C -0.70 2.40 -1.40
H -3.62 0.92 -1.09
N -1.83 -1.39 -0.10
H -1.09 2.79 -2.35
H 2.23 -1.78 0.34
H 1.66 -0.76 1.76
H -0.20 3.69 1.83
C 1.73 -0.82 0.70
C -0.35 1.09 -1.14
H -0.55 -3.76 0.05
C -0.31 2.99 0.94
H -2.31 -2.06 -0.66
C -0.46 -1.59 0.15
P -4.17 0.00 -0.22
C -0.03 0.80 0.18
C -0.71 3.35 -0.32
```

=====

This record from OMol25 describes C5H6FNO6 in the gas phase in a non-equilibrium geometry. The level of theory is the ωB97M-V functional and the def2-TZVPD basis.

Calculated values
HOMO-LUMO gap in eV: 9.600
Structure (SMILES): COC(=O)O/[N+]([O-])=C(/F)C(=O)OC
HOMO energy in eV: -9.6
E in a.u.: -800.0313
Relative energy (zero: lowest compared OMol25 entry of this formula, charge and spin) in kJ/mol: 0.00
Total charge: 0

XYZ file:
```
19
C5H6FNO6, DFT the ωB97M-V functional and the def2-TZVPD basis
C -2.85 1.19 0.53
C 1.09 -0.24 -1.47
O -1.51 -1.94 -0.51
C -1.83 -0.80 -0.46
F 2.24 -0.44 -2.17
N -0.03 -0.23 -2.16
C 1.22 -0.30 0.02
O 0.31 -0.18 0.80
H -3.72 1.21 1.26
C 2.86 -0.24 1.65
H 3.87 0.00 1.72
H 2.22 0.54 2.05
H -1.87 1.63 1.04
O -0.25 -0.37 -3.31
H -3.11 1.72 -0.35
O 2.50 -0.41 0.28
H 2.68 -1.10 2.19
O -2.64 -0.17 0.26
O -1.18 0.14 -1.37
```